# 1
{"formula": "C13H20N2O3S", "method": "the ωB97M-V functional and the def2-TZVPD basis", "fmax_ev_per_a": 0.76, "e_homo_ev": -9.322, "de_lowest_ev": 0.866, "gap_ev": 9.3970, "smiles": "CC(C)OCCCNC(=O)CNC(=O)c1cccs1", "molar_mass_g_mol": 284.38, "elements": ["C", "C", "C", "O", "C", "C", "C", "N", "C", "O", "C", "N", "C", "O", "C", "C", "C", "C", "S", "H", "H", "H", "H", "H", "H", "H", "H", "H", "H", "H", "H", "H", "H", "H", "H", "H", "H", "H", "H"], "xyz": [[-2.00160, 0.04110, -2.97356], [-1.64430, -0.12098, -1.50009], [-2.56779, -1.13662, -0.82196], [-1.74460, 1.16904, -0.91941], [-1.28094, 1.27483, 0.40600], [-0.80222, 2.70346, 0.66055], [0.36189, 3.09255, -0.25858], [1.47913, 2.18088, -0.13943], [2.31732, 2.21052, 0.90818], [2.33225, 3.06898, 1.76476], [3.27624, 1.00320, 0.93011], [2.55795, -0.20505, 1.27732], [1.85654, -0.90566, 0.35976], [1.83145, -0.59629, -0.82552], [1.11540, -2.06904, 0.85692], [0.43956, -2.96773, 0.07571], [-0.21374, -3.96479, 0.82303], [-0.03443, -3.81373, 2.16227], [0.93885, -2.45464, 2.54138], [-1.34726, 0.77638, -3.43278], [-3.02811, 0.38546, -3.06615], [-1.89156, -0.90623, -3.49328], [-0.60189, -0.47115, -1.41325], [-2.27014, -1.30716, 0.21050], [-3.59151, -0.76955, -0.83523], [-2.52508, -2.08409, -1.35206], [-2.08453, 1.02737, 1.11658], [-0.45454, 0.56899, 0.57544], [-1.62867, 3.39152, 0.48543], [-0.48431, 2.78866, 1.70033], [0.02785, 3.08580, -1.29602], [0.71011, 4.09234, 0.01256], [1.50047, 1.37212, -0.75033], [4.05920, 1.17808, 1.66761], [3.71485, 0.86580, -0.06170], [2.46070, -0.42554, 2.25588], [0.42730, -2.90060, -0.99678], [-0.79342, -4.75769, 0.38646], [-0.41642, -4.42055, 2.95934]], "forces_ev_per_a": [[0.196, 0.054, 0.441], [-0.138, -0.388, -0.252], [0.287, 0.376, -0.013], [0.015, 0.178, -0.161], [-0.028, 0.185, 0.376], [0.082, -0.389, -0.337], [-0.207, 0.215, 0.310], [-0.293, -0.024, -0.456], [0.518, -0.515, -0.195], [-0.044, 0.282, 0.341], [-0.058, 0.326, -0.092], [0.061, -0.013, 0.201], [0.161, 0.091, -0.008], [0.064, -0.056, -0.144], [-0.386, -0.510, 0.328], [0.310, 0.423, 0.116], [-0.066, -0.118, 0.188], [0.185, 0.241, 0.154], [-0.178, -0.188, -0.556], [0.066, 0.068, -0.099], [-0.146, 0.021, -0.044], [-0.005, -0.104, -0.091], [-0.133, 0.082, 0.005], [-0.001, -0.068, 0.114], [-0.143, 0.024, -0.017], [-0.003, -0.149, -0.039], [0.132, -0.032, -0.072], [-0.064, 0.020, 0.005], [-0.071, 0.069, 0.075], [-0.033, 0.044, 0.048], [0.067, 0.054, 0.044], [-0.059, -0.056, -0.142], [0.137, 0.053, 0.131], [-0.101, 0.041, -0.094], [0.028, -0.008, 0.139], [0.033, -0.007, -0.095], [0.024, 0.077, -0.197], [-0.105, -0.146, -0.040], [-0.103, -0.153, 0.130]], "lowdin_charge": [-0.038, -0.451, -0.044, -0.124, -0.222, -0.136, -0.164, 0.075, -0.487, 0.063, -0.067, 0.073, -0.524, 0.038, -0.441, -0.109, -0.172, -0.397, 1.055, 0.078, 0.082, 0.079, 0.120, 0.067, 0.086, 0.078, 0.126, 0.110, 0.116, 0.115, 0.121, 0.121, 0.112, 0.129, 0.130, 0.108, 0.122, 0.106, 0.065]}

=====

# 2
{"formula": "C23H43BCl2F4N3O4SiV", "method": "the ωB97M-V functional and the def2-TZVPD basis", "s_squared": 2.01, "fmax_ev_per_a": 3.23, "e_homo_ev": [-8.677, -9.161], "de_lowest_ev": 1.665, "gap_ev": [8.0936, 9.2502], "molar_mass_g_mol": 662.35, "spin_multiplicity": 3, "elements": ["C", "C", "H", "H", "H", "C", "C", "H", "H", "H", "H", "V", "Cl", "C", "O", "N", "C", "C", "H", "H", "H", "H", "H", "H", "H", "H", "H", "C", "C", "N", "H", "C", "O", "H", "H", "H", "H", "H", "H", "C", "C", "N", "H", "C", "O", "H", "H", "H", "H", "O", "C", "C", "C", "H", "C", "H", "C", "H", "C", "C", "H", "H", "H", "Si", "Cl", "C", "C", "C", "H", "H", "H", "H", "H", "H", "H", "H", "H", "F", "B", "F", "F", "F"], "xyz": [[2.70451, -3.87715, -2.69620], [1.78828, -2.71956, -2.83280], [2.14199, -4.72784, -2.28851], [3.55315, -3.63533, -2.04574], [3.13161, -4.17118, -3.65789], [0.84021, -2.66923, -3.79212], [0.52969, -3.79918, -4.69359], [0.19651, -1.80088, -3.88900], [0.14486, -4.68795, -4.16191], [1.39651, -4.11363, -5.28642], [-0.23235, -3.49257, -5.41655], [-1.96379, 1.05541, 1.51000], [-3.69381, 0.25913, 2.81117], [-1.39597, 3.67565, 0.71772], [-2.42467, 2.95137, 0.97504], [-1.25787, 4.45312, -0.35997], [-2.38871, 4.68274, -1.24656], [0.06567, 4.76885, -0.88364], [-0.53809, 3.68457, 1.38428], [-3.23672, 5.03349, -0.65217], [-2.65505, 3.76250, -1.79110], [-2.08725, 5.45201, -1.96232], [0.52914, 3.88757, -1.36447], [0.70396, 5.11417, -0.05816], [-0.05806, 5.55228, -1.64499], [-1.39704, 3.41157, 5.35701], [1.89206, 3.12541, 5.10210], [-0.99982, 2.51202, 5.84631], [1.46344, 2.25696, 5.63503], [0.14097, 1.95750, 5.12201], [-1.78825, 1.76253, 5.97214], [0.03839, 1.36526, 3.92654], [-1.04222, 1.11538, 3.34984], [2.08990, 1.36857, 5.46630], [1.02798, 1.12294, 3.48015], [-0.60904, 2.79136, 6.83112], [1.35242, 2.46657, 6.70159], [-1.74722, -3.24205, -0.96618], [-2.24880, -1.95267, -3.40866], [-2.82139, -3.01661, -0.88873], [-3.21414, -1.70936, -2.94574], [-3.11507, -1.72278, -1.49350], [-3.10624, -3.01476, 0.16567], [-2.88502, -0.57942, -0.81388], [-2.45258, -0.56830, 0.37316], [-3.51602, -0.71786, -3.28738], [-3.10161, 0.35662, -1.36167], [-3.38812, -3.77214, -1.43545], [-3.94990, -2.44442, -3.27127], [1.25754, -2.42696, -0.52416], [1.85520, -1.74759, -1.66135], [-0.16995, -0.25869, -2.18397], [1.21155, -0.38489, -1.98131], [-0.81019, -1.10733, -1.90714], [-0.71064, 0.89801, -2.77020], [2.91527, -1.58427, -1.41944], [2.03519, 0.72554, -2.20889], [-1.78231, 0.96765, -2.97737], [0.14104, 1.94382, -3.11277], [1.50340, 1.86538, -2.81749], [3.09030, 0.66053, -1.92376], [-0.26097, 2.81375, -3.63061], [2.17433, 2.68207, -3.08198], [1.47696, -3.31853, 0.78347], [-0.16908, 1.39559, 0.41164], [-0.28732, -3.51148, 1.44393], [2.35187, -2.17068, 2.00390], [2.33563, -4.95186, 0.49402], [-0.87098, -4.15158, 0.77167], [-0.74418, -2.51800, 1.46437], [-0.37170, -3.93651, 2.45085], [1.86570, -5.52763, -0.31744], [2.23366, -5.54477, 1.41474], [3.41010, -4.83337, 0.30613], [1.67528, -1.33065, 2.21023], [3.27386, -1.76805, 1.55701], [2.61691, -2.63691, 2.96209], [1.63132, 3.17708, 2.30441], [1.27952, 4.45872, 2.82341], [-0.08267, 4.41699, 3.28114], [2.11850, 4.77334, 3.91014], [1.39046, 5.42058, 1.79409]], "forces_ev_per_a": [[0.291, -0.486, -0.064], [-1.185, 0.624, -0.384], [0.405, 0.022, -0.068], [-0.255, -0.185, 0.047], [-0.151, -0.082, -0.005], [0.670, 0.270, 1.208], [-0.140, -0.466, -0.892], [0.192, -0.052, 0.161], [0.216, 0.311, -0.093], [-0.042, -0.095, 0.139], [0.040, -0.161, 0.059], [-1.958, 0.191, 2.558], [-0.523, 0.082, -0.023], [0.632, 0.452, -0.890], [0.250, 0.005, 0.110], [-1.016, -0.850, 0.611], [-0.091, -0.341, -0.073], [0.647, 0.264, 0.206], [-0.220, 0.027, -0.011], [0.031, -0.153, -0.240], [-0.042, 0.290, 0.117], [-0.242, -0.150, 0.140], [-0.348, 0.326, 0.328], [-0.120, -0.093, -0.408], [0.172, -0.155, 0.412], [0.143, -0.304, -0.021], [-0.140, -0.375, 0.463], [-0.091, 0.023, 0.135], [0.644, 0.013, -0.339], [-0.831, -0.606, -1.364], [0.133, 0.168, -0.188], [1.022, 0.654, 0.702], [-0.407, 0.291, -0.508], [0.021, 0.411, 0.278], [-0.681, -0.030, 0.112], [-0.364, -0.032, -0.210], [0.338, -0.134, -0.217], [-0.247, 0.089, -0.012], [-0.121, 0.001, 0.141], [0.195, 0.005, 0.111], [-0.097, 0.208, -0.090], [0.316, 1.008, 0.563], [0.055, 0.041, -0.193], [0.274, -0.870, 0.598], [-0.457, 0.338, -1.727], [-0.027, -0.107, 0.011], [0.072, -0.450, 0.246], [0.032, 0.045, 0.133], [-0.033, 0.084, 0.040], [-0.444, 1.402, -2.660], [-0.186, 0.203, 0.498], [0.059, -0.021, -0.342], [-0.045, -0.347, 0.194], [0.471, 0.448, -0.189], [0.472, -0.556, 0.270], [-0.159, 0.172, -0.038], [-0.366, -0.373, -0.199], [0.378, 0.032, 0.040], [0.061, -0.111, -0.179], [0.111, -0.132, 0.157], [-0.329, 0.115, -0.319], [0.131, -0.107, 0.161], [-0.225, -0.086, 0.143], [-0.223, 0.233, 1.932], [2.581, -0.365, -1.215], [0.278, -0.410, -0.167], [0.302, -0.357, -0.043], [-0.063, -0.165, 0.246], [0.009, 0.075, 0.160], [-0.007, -0.057, -0.060], [0.180, 0.041, -0.142], [0.223, 0.175, 0.243], [0.042, 0.076, -0.162], [-0.237, -0.060, -0.112], [0.130, -0.119, -0.112], [-0.196, -0.027, 0.170], [-0.042, 0.060, -0.184], [-0.262, 0.494, 0.275], [0.166, 0.086, 0.210], [0.543, -0.113, -0.175], [-0.265, -0.002, -0.440], [-0.046, -0.265, 0.427]], "lowdin_charge": [-0.049, -0.225, 0.079, 0.088, 0.086, -0.109, -0.102, 0.085, 0.088, 0.079, 0.069, 0.524, -0.013, -0.338, -0.174, -0.139, -0.023, -0.011, 0.080, 0.101, 0.092, 0.088, 0.070, 0.089, 0.095, 0.102, 0.087, -0.006, -0.021, -0.151, 0.100, -0.251, -0.198, 0.102, 0.152, 0.085, 0.090, 0.087, 0.086, -0.015, -0.035, -0.162, 0.104, -0.247, -0.209, 0.094, 0.150, 0.098, 0.096, -0.160, -0.227, -0.125, -0.185, 0.096, -0.110, 0.142, -0.027, 0.088, -0.114, -0.089, 0.122, 0.106, 0.110, 0.365, 0.425, -0.145, -0.147, -0.166, 0.015, 0.025, 0.040, 0.026, 0.036, 0.036, 0.021, 0.033, 0.031, 0.064, -1.206, 0.071, 0.095, 0.091]}

=====

# 3
{"formula": "C5H8O", "method": "the ωB97M-V functional and the def2-TZVPD basis", "fmax_ev_per_a": 0.45, "e_homo_ev": -8.387, "de_lowest_ev": 4.709, "gap_ev": 9.0301, "molar_mass_g_mol": 84.12, "elements": ["C", "C", "C", "O", "C", "C", "H", "H", "H", "H", "H", "H", "H", "H"], "xyz": [[-0.41873, 0.83725, -1.15909], [-0.24403, -0.11527, 0.00531], [-0.75785, 0.40357, 1.32977], [1.45690, -0.23191, 0.25013], [-0.36261, -1.55644, -0.25564], [0.91700, -1.77152, -0.12971], [0.06782, 0.43978, -2.05587], [-1.48636, 0.93109, -1.38740], [-0.03720, 1.83963, -0.92520], [-0.46376, -0.26523, 2.14196], [-1.85321, 0.43250, 1.30892], [-0.39644, 1.41747, 1.53108], [1.92155, 0.16435, -0.51123], [1.73180, -2.48717, -0.09161]], "forces_ev_per_a": [[0.025, -0.049, -0.003], [-0.306, 0.320, 0.028], [0.035, -0.015, 0.023], [0.051, -0.098, -0.251], [0.438, 0.089, 0.068], [-0.127, 0.019, -0.018], [-0.053, 0.072, 0.131], [0.153, -0.085, 0.110], [-0.038, -0.225, -0.008], [0.009, 0.089, -0.130], [0.173, -0.062, -0.135], [0.006, -0.172, -0.058], [-0.150, -0.202, 0.251], [-0.216, 0.320, -0.009]], "lowdin_charge": [-0.042, -0.481, -0.038, -0.082, -0.056, -0.043, 0.091, 0.097, 0.090, 0.092, 0.096, 0.087, 0.109, 0.079]}

=====

# 4
{"formula": "H6N2O4", "method": "the ωB97M-V functional and the def2-TZVPD basis", "fmax_ev_per_a": 2.19, "e_homo_ev": [-9.099, -9.099], "de_lowest_ev": 1.588, "gap_ev": [8.6110, 8.6113], "molar_mass_g_mol": 98.06, "elements": ["N", "O", "O", "H", "H", "H", "N", "O", "O", "H", "H", "H"], "xyz": [[1.93400, 0.45237, -0.03712], [1.85760, -0.61356, 0.68044], [0.58236, -0.59631, 1.79960], [0.17079, -1.44347, 1.58258], [2.28581, 1.26543, 0.47815], [1.13549, 0.60449, -0.77491], [-2.01519, 0.07294, 0.15959], [-0.82706, -0.28431, -0.15646], [-0.24633, 0.36362, -1.68037], [0.06808, -0.44464, -2.10604], [-2.16476, 1.06614, 0.32453], [-2.78078, -0.44273, -0.26999]], "forces_ev_per_a": [[-1.196, 0.921, -0.813], [-0.755, -0.719, 0.729], [1.211, 0.327, -0.229], [0.223, -0.018, -0.120], [-0.220, -0.282, -0.224], [1.509, -0.224, 1.578], [0.220, 0.053, -0.724], [-0.091, 0.446, -0.978], [-1.043, -0.207, 0.728], [-0.180, -0.244, 0.021], [0.148, -0.176, 0.103], [0.173, 0.122, -0.071]], "lowdin_charge": [-0.022, -0.147, -0.131, 0.025, 0.107, 0.080, 0.054, -0.141, -0.131, 0.048, 0.132, 0.126]}